(1)
38
Properties=species:S:1:pos:R:3 method="wB97M-V/def2-TZVPD" spin_multiplicity=1 e_tot_ev=-25003.9390 mol_weight_g_mol=225.211 total_charge=-1 lumo_energy_ev=3.0
C -0.44 0.48 1.24
C -1.14 0.02 -0.03
O -0.27 0.01 -1.08
H 0.17 -0.38 1.55
H -1.16 0.49 2.05
H 0.16 1.42 1.17
H -1.83 0.79 -0.16
H -1.64 -0.93 0.14
O -1.83 -3.08 -1.30
H -1.48 -2.26 -0.99
H -2.18 -2.79 -2.14
O -0.74 2.83 -1.25
H -1.00 2.62 -2.12
H -0.71 1.93 -0.85
O 1.98 -1.44 -0.13
H 1.38 -0.73 -0.37
H 2.90 -1.24 -0.29
O 0.78 -1.53 -2.91
H 1.62 -1.73 -2.55
H 0.47 -0.83 -2.29
O 1.15 1.10 3.64
H 0.27 0.96 3.38
H 1.47 1.60 2.88
O -2.08 -3.66 1.54
H -2.26 -3.67 0.60
H -2.80 -3.26 1.96
O 2.10 1.44 -0.81
H 2.33 1.45 0.11
H 1.24 1.01 -0.86
O 2.48 -1.21 2.67
H 2.25 -1.33 1.74
H 1.81 -0.54 2.91
O 0.75 4.18 0.91
H 0.06 3.89 0.31
H 1.38 4.53 0.32
O -1.84 -0.42 -3.11
H -1.42 -0.11 -2.27
H -1.92 0.39 -3.62

=====

(2)
76
Properties=species:S:1:pos:R:3 method="wB97M-V/def2-TZVPD" spin_multiplicity=1 smiles="CC(=O)OCC[C@]1(F)OC(=O)[C@H](N)[C@]1(CCC(F)(F)F)CC(=O)Br.CCCC#N.CCCC#N.CCCC#N" e_tot_ev=-123624.2972 mol_weight_g_mol=629.490 total_charge=0 lumo_energy_ev=-1.0
C 5.41 -5.09 1.43
C 4.59 -5.96 0.31
O 5.27 -6.94 -0.33
O 3.18 -5.77 -0.09
C 2.26 -5.85 1.05
C 0.78 -5.19 0.79
C 0.79 -3.59 0.40
F 0.04 -3.61 -0.91
O 2.06 -2.95 -0.02
C 2.79 -2.48 1.17
O 4.09 -2.17 1.15
C 1.67 -2.37 2.40
N 1.98 -3.37 3.50
C 0.28 -2.49 1.55
C -0.26 -1.13 0.79
C 0.27 0.28 1.43
C 1.62 0.91 0.74
F 2.70 1.03 1.77
F 2.12 0.17 -0.44
F 1.26 2.29 0.25
C -1.02 -2.94 2.44
C -1.42 -1.89 3.64
O -2.05 -0.70 3.44
Br -1.07 -2.30 5.61
H 5.99 -4.16 1.01
H 6.20 -5.82 1.94
H 4.74 -4.68 2.32
H 2.06 -7.02 1.23
H 2.72 -5.46 2.07
H 0.31 -5.78 -0.13
H 0.11 -5.47 1.71
H 1.99 -1.36 2.89
H 1.19 -3.50 4.17
H 2.89 -3.14 3.99
H -1.45 -1.13 0.93
H -0.09 -1.11 -0.37
H 0.46 0.17 2.60
H -0.58 1.10 1.34
H -0.89 -4.00 2.97
H -2.01 -3.07 1.78
C -1.64 7.09 -0.51
C -1.02 6.44 0.72
C -0.76 4.94 0.53
C -2.08 4.22 0.26
N -3.17 3.63 0.04
H -2.63 6.67 -0.73
H -1.78 8.16 -0.33
H -1.00 6.97 -1.39
H -1.68 6.59 1.58
H -0.07 6.94 0.95
H -0.30 4.52 1.43
H -0.08 4.77 -0.31
C 3.67 2.96 -3.65
C 2.22 2.50 -3.74
C 1.32 3.50 -4.47
C 1.33 4.83 -3.73
N 1.33 5.93 -3.12
H 3.77 3.89 -3.08
H 4.28 2.20 -3.15
H 4.09 3.12 -4.65
H 1.84 2.33 -2.72
H 2.18 1.54 -4.26
H 0.30 3.12 -4.51
H 1.67 3.65 -5.49
C -6.29 1.06 -2.78
C -6.88 0.39 -1.54
C -5.93 0.44 -0.34
C -4.64 -0.29 -0.67
N -3.57 -0.90 -0.95
H -5.38 0.55 -3.13
H -7.01 1.02 -3.61
H -6.05 2.11 -2.58
H -7.12 -0.65 -1.78
H -7.82 0.89 -1.28
H -6.40 -0.04 0.53
H -5.70 1.47 -0.07

=====

(3)
10
Properties=species:S:1:pos:R:3 method="wB97M-V/def2-TZVPD" spin_multiplicity=1 smiles="N#[N+][O-].C=CC#N" e_tot_ev=-9673.7156 mol_weight_g_mol=97.077 total_charge=0 lumo_energy_ev=0.3
N -2.94 -0.61 0.15
N -1.98 -1.09 -0.13
O -0.95 -1.55 -0.31
C 1.67 -0.13 0.17
C 0.59 0.61 0.43
C -0.08 1.26 -0.58
N -0.56 1.78 -1.48
H 1.81 -0.24 -0.84
H 2.11 -0.62 1.05
H 0.32 0.57 1.54

=====

(4)
100
Properties=species:S:1:pos:R:3 method="wB97M-V/def2-TZVPD" spin_multiplicity=1 e_tot_ev=-108636.2878 mol_weight_g_mol=856.994 total_charge=-1 lumo_energy_ev=2.2
K 1.48 -0.28 0.73
O 3.47 -4.12 1.79
C 3.34 -3.03 1.19
N 3.37 -1.79 1.64
C 3.65 -1.60 3.01
C 4.55 -2.41 3.71
C 4.83 -2.22 5.05
C 4.20 -1.19 5.74
C 3.34 -0.35 5.06
C 3.05 -0.53 3.70
N 2.31 0.50 3.06
C 1.10 0.78 3.46
O 0.25 0.09 4.08
C 0.70 2.22 3.17
C 0.05 2.93 4.18
C -0.16 4.28 4.01
C 0.24 4.88 2.82
C 0.80 4.07 1.85
N 1.02 2.77 2.00
C 3.11 -3.21 -0.32
C 3.61 -4.38 -0.89
C 3.39 -4.64 -2.23
C 2.63 -3.74 -2.96
C 2.16 -2.61 -2.31
N 2.40 -2.33 -1.03
H 5.01 -3.23 3.18
H 5.53 -2.87 5.55
H 4.40 -1.02 6.79
H 2.85 0.47 5.57
H -0.24 2.41 5.08
H -0.63 4.87 4.79
H 0.11 5.94 2.64
H 1.06 4.48 0.87
H 4.15 -5.06 -0.25
H 3.79 -5.53 -2.69
H 2.40 -3.90 -4.00
H 1.55 -1.90 -2.85
C 0.04 3.01 -2.68
N -0.92 1.99 -2.20
P -1.36 2.49 -0.56
C -2.49 3.88 -0.99
C -2.83 4.73 0.05
C -3.69 5.80 -0.16
C -4.21 6.03 -1.43
C -3.86 5.19 -2.48
C -3.00 4.12 -2.26
C -2.64 1.31 -0.02
C -2.48 0.76 1.25
C -3.47 -0.05 1.80
C -4.61 -0.33 1.07
C -4.77 0.20 -0.21
C -3.80 1.02 -0.74
P -0.22 0.37 -2.22
C -1.67 -0.61 -2.73
C -2.75 -0.07 -3.44
C -3.82 -0.87 -3.80
C -3.83 -2.22 -3.45
C -2.78 -2.76 -2.73
C -1.71 -1.96 -2.36
C 0.72 0.44 -3.79
C 2.10 0.58 -3.68
C 2.91 0.67 -4.81
C 2.33 0.62 -6.07
C 0.95 0.46 -6.19
C 0.15 0.38 -5.06
H -0.34 4.00 -2.45
H 0.16 2.93 -3.76
H 1.03 2.92 -2.21
H -2.42 4.56 1.04
H -3.96 6.45 0.66
H -4.87 6.87 -1.61
H -4.25 5.37 -3.47
H -2.74 3.46 -3.08
H -1.59 0.96 1.84
H -3.31 -0.48 2.78
H -5.37 -0.98 1.49
H -5.66 -0.03 -0.78
H -3.94 1.45 -1.73
H -2.74 0.98 -3.68
H -4.65 -0.44 -4.33
H -4.68 -2.84 -3.72
H -2.79 -3.79 -2.43
H -0.91 -2.37 -1.75
H 2.56 0.60 -2.70
H 3.98 0.78 -4.71
H 2.95 0.68 -6.96
H 0.50 0.41 -7.18
H -0.91 0.24 -5.17
S -0.91 -2.44 0.98
C -0.13 -3.21 2.28
N 0.06 -4.55 2.37
C 0.90 -4.90 3.51
C 1.06 -3.55 4.24
N 0.37 -2.62 3.36
H 0.11 -5.05 1.50
H 1.87 -5.26 3.16
H 0.41 -5.65 4.13
H 2.10 -3.26 4.35
H 0.58 -3.55 5.23
H 0.37 -1.60 3.51

=====

(5)
12
Properties=species:S:1:pos:R:3 method="wB97M-V/def2-TZVPD" spin_multiplicity=1 smiles="NN1CCC1=S" e_tot_ev=-17022.0855 mol_weight_g_mol=102.162 total_charge=0 lumo_energy_ev=0.8
N 0.96 1.83 -0.06
N 0.78 0.45 -0.07
C 1.79 -0.63 0.15
C 0.58 -1.56 -0.11
C -0.33 -0.33 -0.05
S -1.94 0.01 0.05
H 0.31 2.25 -0.76
H 0.68 2.20 0.85
H 2.20 -0.65 1.16
H 2.56 -0.59 -0.56
H 0.64 -1.92 -1.13
H 0.36 -2.33 0.62

=====

(6)
21
Properties=species:S:1:pos:R:3 method="wB97M-V/def2-TZVPD" spin_multiplicity=1 smiles=CC[C@@](C)([NH3+])OC e_tot_ev=-8941.0150 mol_weight_g_mol=104.173 total_charge=+1 lumo_energy_ev=-3.4
C 2.04 1.02 0.04
C 1.51 -0.27 0.71
C -0.17 -0.39 0.15
C -0.36 -0.64 -1.31
N -0.91 -1.55 0.92
O -0.61 0.79 0.68
C -1.88 1.34 0.24
H 1.82 1.72 0.75
H 1.55 1.09 -0.95
H 3.05 0.85 -0.13
H 1.96 -1.15 0.46
H 1.21 0.00 1.80
H -1.39 -0.52 -1.76
H 0.44 -0.10 -1.86
H -0.21 -1.69 -1.61
H -1.91 -1.46 0.61
H -0.67 -2.42 0.59
H -0.92 -1.41 1.87
H -2.56 0.56 -0.18
H -1.70 2.08 -0.62
H -2.34 1.86 1.20

=====

(7)
26
Properties=species:S:1:pos:R:3 method="wB97M-V/def2-TZVPD" spin_multiplicity=1 smiles=CC(C)CCn1cnc(N)[nH+]1 e_tot_ev=-13456.3037 mol_weight_g_mol=155.225 total_charge=+1 lumo_energy_ev=-3.2
C -1.30 0.99 2.30
C -1.71 0.73 0.83
C -1.68 -0.78 0.58
C -0.82 1.55 -0.13
C -0.43 0.92 -1.46
N 0.56 -0.15 -1.34
C 0.65 -1.31 -1.98
N 1.72 -2.00 -1.62
C 2.32 -1.26 -0.70
N 3.46 -1.53 -0.03
N 1.61 -0.13 -0.48
H -0.23 1.18 2.38
H -1.51 0.12 2.91
H -1.83 1.85 2.70
H -2.74 1.07 0.74
H -0.67 -1.17 0.71
H -2.30 -1.30 1.30
H -2.03 -1.07 -0.42
H 0.07 1.92 0.38
H -1.36 2.45 -0.41
H 0.00 1.69 -2.10
H -1.28 0.51 -2.00
H -0.07 -1.61 -2.73
H 4.10 -0.80 0.20
H 3.67 -2.49 0.20
H 1.80 0.62 0.16

=====

(8)
49
Properties=species:S:1:pos:R:3 method="wB97M-V/def2-TZVPD" spin_multiplicity=1 smiles="CCCCn1c(N)c(N(CC)C(=O)c2ccccc2C(F)(F)F)c(=O)[nH]c1=O" e_tot_ev=-39265.2805 mol_weight_g_mol=398.385 total_charge=0 lumo_energy_ev=0.6
C 2.22 3.04 3.48
C 3.30 2.42 2.59
C 2.73 1.50 1.52
C 2.23 0.17 2.09
N 1.46 -0.59 1.13
C 0.11 -0.38 0.96
N -0.49 0.56 1.73
C -0.62 -1.17 0.09
N -2.02 -0.97 -0.01
C -2.86 -1.49 1.06
C -3.17 -2.97 0.86
C -2.62 -0.61 -1.18
O -3.83 -0.54 -1.31
C -1.69 -0.30 -2.32
C -1.62 -1.25 -3.33
C -0.80 -1.05 -4.43
C -0.06 0.12 -4.54
C -0.15 1.09 -3.56
C -0.97 0.88 -2.46
C -1.03 1.99 -1.45
F 0.12 2.07 -0.72
F -2.01 1.90 -0.54
F -1.16 3.20 -2.02
C 0.01 -2.22 -0.67
O -0.53 -3.00 -1.42
N 1.39 -2.28 -0.47
C 2.15 -1.54 0.38
O 3.35 -1.70 0.50
H 2.68 3.74 4.19
H 1.51 3.60 2.88
H 1.69 2.29 4.05
H 4.00 1.86 3.21
H 3.85 3.22 2.10
H 3.50 1.28 0.78
H 1.92 2.02 0.99
H 3.09 -0.44 2.36
H 1.62 0.32 2.99
H 0.06 1.34 2.05
H -1.43 0.80 1.45
H -2.35 -1.33 2.01
H -3.79 -0.92 1.04
H -3.76 -3.35 1.69
H -2.24 -3.55 0.80
H -3.72 -3.11 -0.06
H -2.19 -2.16 -3.24
H -0.74 -1.80 -5.20
H 0.58 0.28 -5.39
H 0.40 2.01 -3.65
H 1.89 -2.99 -1.00

=====

(9)
99
Properties=species:S:1:pos:R:3 method="wB97M-V/def2-TZVPD" spin_multiplicity=1 smiles=CC(C)O.CC(C)O.CC(C)O.CC(C)O.CC(C)O.CC(C)O.CCO.CCO.CCO e_tot_ev=-44383.5303 mol_weight_g_mol=498.783 total_charge=0 lumo_energy_ev=0.5
C 5.62 -1.69 -1.44
C 4.37 -1.26 -2.18
C 4.31 0.14 -2.78
O 4.13 -2.10 -3.32
H 5.42 -2.67 -1.01
H 5.74 -0.99 -0.62
H 6.58 -1.85 -2.03
H 3.61 -1.35 -1.44
H 3.26 0.48 -2.98
H 4.96 0.15 -3.71
H 4.71 0.91 -2.10
H 4.11 -2.99 -3.00
C -2.67 0.76 3.99
C -1.53 -0.16 3.83
C -1.73 -1.64 4.26
O -1.19 -0.26 2.42
H -3.55 0.26 3.54
H -2.43 1.65 3.36
H -2.95 1.07 4.97
H -0.66 0.19 4.41
H -2.14 -1.66 5.24
H -0.76 -2.10 4.31
H -2.46 -2.16 3.60
H -0.32 -0.63 2.36
C -4.17 0.08 0.48
C -4.45 -0.22 -0.95
C -3.81 0.72 -1.89
O -3.95 -1.56 -1.20
H -3.09 0.24 0.62
H -4.42 -0.66 1.21
H -4.52 1.12 0.81
H -5.55 -0.23 -1.08
H -4.17 0.50 -2.91
H -2.69 0.74 -1.90
H -4.14 1.70 -1.67
H -3.92 -1.64 -2.14
C 2.15 -0.04 3.59
C 2.62 -0.40 2.23
C 3.34 -1.66 2.31
O 1.45 -0.51 1.36
H 1.27 -0.66 3.84
H 1.82 1.07 3.52
H 2.98 -0.10 4.28
H 3.26 0.40 1.85
H 4.13 -1.47 3.08
H 3.85 -1.78 1.37
H 2.69 -2.49 2.63
H 1.54 -1.30 0.77
C 0.42 0.48 -6.66
C 1.48 -0.48 -6.14
C 2.89 0.02 -6.41
O 1.28 -0.69 -4.77
H 0.45 1.48 -6.30
H -0.55 0.16 -6.32
H 0.44 0.47 -7.75
H 1.25 -1.38 -6.65
H 3.00 0.32 -7.46
H 3.62 -0.78 -6.12
H 3.14 0.77 -5.71
H 2.01 -1.18 -4.43
C -2.85 4.86 -0.01
C -3.99 5.00 0.97
C -3.63 4.81 2.46
O -4.67 6.31 0.80
H -2.37 3.84 0.16
H -2.03 5.64 0.27
H -3.16 5.04 -1.06
H -4.69 4.31 0.65
H -2.91 5.63 2.70
H -3.07 3.89 2.58
H -4.43 4.85 3.15
H -4.02 6.97 1.11
C 0.35 -4.95 3.13
C -0.69 -5.18 2.01
O 0.01 -4.96 0.84
H 0.92 -5.82 3.43
H -0.08 -4.58 4.07
H 1.11 -4.33 2.75
H -1.45 -4.46 2.14
H -1.19 -6.16 1.99
H -0.57 -5.17 0.10
C 1.03 4.20 0.51
C 1.07 2.96 1.35
O -0.22 2.56 1.72
H 0.62 4.96 1.17
H 0.40 4.05 -0.33
H 2.03 4.55 0.22
H 1.65 3.19 2.27
H 1.60 2.12 0.83
H -0.29 1.62 1.67
C -0.83 -1.54 -0.94
C 0.49 -2.28 -1.41
O 1.26 -2.72 -0.32
H -1.40 -2.20 -0.24
H -1.64 -1.35 -1.67
H -0.53 -0.66 -0.41
H 1.18 -1.75 -2.07
H 0.15 -3.13 -2.01
H 0.78 -3.35 0.24

=====

(10)
61
Properties=species:S:1:pos:R:3 method="wB97M-V/def2-TZVPD" spin_multiplicity=3 s2=2.008 e_tot_ev=-41343.7457 mol_weight_g_mol=558.673 total_charge=+1 lumo_energy_ev="-2.7 / -3.9"
Pt 0.28 0.51 0.38
C 1.47 -0.27 2.11
C 1.96 1.00 1.66
C 0.92 1.98 2.03
C -0.13 1.24 2.68
C 0.19 -0.13 2.73
C -0.68 -1.23 3.29
C 0.04 -2.58 3.23
C -1.99 -1.33 2.49
C -1.01 -0.89 4.75
C 0.84 3.50 1.85
C 0.76 3.91 0.38
C 2.03 4.18 2.55
C -0.43 4.04 2.52
C 3.42 1.13 1.23
C 4.27 1.43 2.48
C 3.92 -0.20 0.65
C 3.68 2.19 0.16
H 1.99 -1.20 2.01
H -1.05 1.67 3.02
H 0.28 -2.85 2.20
H -0.59 -3.36 3.64
H 0.97 -2.56 3.80
H -1.77 -1.62 1.46
H -2.53 -0.38 2.50
H -2.64 -2.09 2.92
H -0.10 -0.79 5.34
H -1.61 -1.69 5.19
H -1.57 0.04 4.83
H 1.57 3.52 -0.23
H 0.78 5.00 0.32
H -0.17 3.57 -0.06
H 2.98 3.98 2.07
H 2.10 3.88 3.59
H 1.87 5.26 2.53
H -1.34 3.62 2.07
H -0.47 5.12 2.38
H -0.46 3.84 3.59
H 4.15 0.64 3.22
H 3.99 2.38 2.95
H 5.32 1.49 2.21
H 3.97 -0.98 1.41
H 4.93 -0.07 0.27
H 3.29 -0.56 -0.16
H 3.48 3.20 0.50
H 3.08 2.01 -0.74
H 4.73 2.15 -0.12
C -4.34 1.37 -2.36
C -2.96 1.02 -2.76
N -2.50 0.98 -3.97
N -1.18 0.63 -3.83
C -0.81 0.46 -2.56
S 0.72 0.05 -1.94
N -1.95 0.70 -1.87
N -1.99 0.62 -0.48
H -4.93 1.54 -3.26
H -4.36 2.28 -1.76
H -4.81 0.57 -1.79
H -0.59 0.53 -4.64
H -2.42 1.45 -0.09
H -2.50 -0.21 -0.19

=====

What did the first record say?
38
Properties=species:S:1:pos:R:3 method="wB97M-V/def2-TZVPD" spin_multiplicity=1 e_tot_ev=-25003.9390 mol_weight_g_mol=225.211 total_charge=-1 lumo_energy_ev=3.0
C -0.44 0.48 1.24
C -1.14 0.02 -0.03
O -0.27 0.01 -1.08
H 0.17 -0.38 1.55
H -1.16 0.49 2.05
H 0.16 1.42 1.17
H -1.83 0.79 -0.16
H -1.64 -0.93 0.14
O -1.83 -3.08 -1.30
H -1.48 -2.26 -0.99
H -2.18 -2.79 -2.14
O -0.74 2.83 -1.25
H -1.00 2.62 -2.12
H -0.71 1.93 -0.85
O 1.98 -1.44 -0.13
H 1.38 -0.73 -0.37
H 2.90 -1.24 -0.29
O 0.78 -1.53 -2.91
H 1.62 -1.73 -2.55
H 0.47 -0.83 -2.29
O 1.15 1.10 3.64
H 0.27 0.96 3.38
H 1.47 1.60 2.88
O -2.08 -3.66 1.54
H -2.26 -3.67 0.60
H -2.80 -3.26 1.96
O 2.10 1.44 -0.81
H 2.33 1.45 0.11
H 1.24 1.01 -0.86
O 2.48 -1.21 2.67
H 2.25 -1.33 1.74
H 1.81 -0.54 2.91
O 0.75 4.18 0.91
H 0.06 3.89 0.31
H 1.38 4.53 0.32
O -1.84 -0.42 -3.11
H -1.42 -0.11 -2.27
H -1.92 0.39 -3.62

=====

Please write out number 9 again, unchanged.
99
Properties=species:S:1:pos:R:3 method="wB97M-V/def2-TZVPD" spin_multiplicity=1 smiles=CC(C)O.CC(C)O.CC(C)O.CC(C)O.CC(C)O.CC(C)O.CCO.CCO.CCO e_tot_ev=-44383.5303 mol_weight_g_mol=498.783 total_charge=0 lumo_energy_ev=0.5
C 5.62 -1.69 -1.44
C 4.37 -1.26 -2.18
C 4.31 0.14 -2.78
O 4.13 -2.10 -3.32
H 5.42 -2.67 -1.01
H 5.74 -0.99 -0.62
H 6.58 -1.85 -2.03
H 3.61 -1.35 -1.44
H 3.26 0.48 -2.98
H 4.96 0.15 -3.71
H 4.71 0.91 -2.10
H 4.11 -2.99 -3.00
C -2.67 0.76 3.99
C -1.53 -0.16 3.83
C -1.73 -1.64 4.26
O -1.19 -0.26 2.42
H -3.55 0.26 3.54
H -2.43 1.65 3.36
H -2.95 1.07 4.97
H -0.66 0.19 4.41
H -2.14 -1.66 5.24
H -0.76 -2.10 4.31
H -2.46 -2.16 3.60
H -0.32 -0.63 2.36
C -4.17 0.08 0.48
C -4.45 -0.22 -0.95
C -3.81 0.72 -1.89
O -3.95 -1.56 -1.20
H -3.09 0.24 0.62
H -4.42 -0.66 1.21
H -4.52 1.12 0.81
H -5.55 -0.23 -1.08
H -4.17 0.50 -2.91
H -2.69 0.74 -1.90
H -4.14 1.70 -1.67
H -3.92 -1.64 -2.14
C 2.15 -0.04 3.59
C 2.62 -0.40 2.23
C 3.34 -1.66 2.31
O 1.45 -0.51 1.36
H 1.27 -0.66 3.84
H 1.82 1.07 3.52
H 2.98 -0.10 4.28
H 3.26 0.40 1.85
H 4.13 -1.47 3.08
H 3.85 -1.78 1.37
H 2.69 -2.49 2.63
H 1.54 -1.30 0.77
C 0.42 0.48 -6.66
C 1.48 -0.48 -6.14
C 2.89 0.02 -6.41
O 1.28 -0.69 -4.77
H 0.45 1.48 -6.30
H -0.55 0.16 -6.32
H 0.44 0.47 -7.75
H 1.25 -1.38 -6.65
H 3.00 0.32 -7.46
H 3.62 -0.78 -6.12
H 3.14 0.77 -5.71
H 2.01 -1.18 -4.43
C -2.85 4.86 -0.01
C -3.99 5.00 0.97
C -3.63 4.81 2.46
O -4.67 6.31 0.80
H -2.37 3.84 0.16
H -2.03 5.64 0.27
H -3.16 5.04 -1.06
H -4.69 4.31 0.65
H -2.91 5.63 2.70
H -3.07 3.89 2.58
H -4.43 4.85 3.15
H -4.02 6.97 1.11
C 0.35 -4.95 3.13
C -0.69 -5.18 2.01
O 0.01 -4.96 0.84
H 0.92 -5.82 3.43
H -0.08 -4.58 4.07
H 1.11 -4.33 2.75
H -1.45 -4.46 2.14
H -1.19 -6.16 1.99
H -0.57 -5.17 0.10
C 1.03 4.20 0.51
C 1.07 2.96 1.35
O -0.22 2.56 1.72
H 0.62 4.96 1.17
H 0.40 4.05 -0.33
H 2.03 4.55 0.22
H 1.65 3.19 2.27
H 1.60 2.12 0.83
H -0.29 1.62 1.67
C -0.83 -1.54 -0.94
C 0.49 -2.28 -1.41
O 1.26 -2.72 -0.32
H -1.40 -2.20 -0.24
H -1.64 -1.35 -1.67
H -0.53 -0.66 -0.41
H 1.18 -1.75 -2.07
H 0.15 -3.13 -2.01
H 0.78 -3.35 0.24